# 1
Formula: C5H5N
Source: the Open Molecules 2025 dataset
Level of theory: ωB97M-V/def2-TZVPD

```
11
Properties=species:S:1:pos:R:3:forces:R:3:mulliken_charge:R:1
H -3.456 -0.367 -0.285 -0.78 -0.71 0.63 0.24
N -2.588 0.117 -0.235 1.13 0.48 -0.08 -0.48
C -1.587 -0.514 0.239 -1.18 -1.75 -1.08 -0.18
C -0.314 0.139 -0.043 2.04 -1.58 0.12 0.18
C 0.196 1.322 -0.067 2.39 -0.86 0.18 -0.33
C 1.232 0.216 -0.164 -4.07 0.50 0.62 0.16
C 2.402 -0.405 -0.122 1.02 2.65 0.83 -0.70
H -1.661 -1.609 0.628 0.44 1.93 -0.47 0.29
H -0.075 2.306 0.175 0.05 1.23 0.16 0.35
H 2.571 -1.416 -0.366 -0.16 -1.09 0.17 0.29
H 3.281 0.211 0.241 -0.88 -0.78 -1.10 0.18
```
Positions in Å, forces in eV/Å.

Properties
- Charge: 0
- E_tot: -6751.30302 eV
- SMILES: [H]/N=C/C1=CC1=C
- Energy relative to the best compared isomer or geometry (same formula, charge and spin): 106.2 kcal/mol
- LUMO: 0.24 eV

# 2
Formula: C5H5N
Source: the Open Molecules 2025 dataset
Level of theory: ωB97M-V/def2-TZVPD

```
11
Properties=species:S:1:pos:R:3:forces:R:3:mulliken_charge:R:1
C -2.869 -0.072 -1.677 -0.15 -0.46 -0.29 0.84
C -0.084 0.014 0.690 0.32 -0.14 0.02 0.08
C 1.092 -0.194 0.762 -0.44 0.16 0.06 0.02
C -2.554 1.005 -1.069 -0.03 0.27 0.03 -0.86
C 2.514 -0.406 0.871 0.31 -0.06 -0.01 -1.23
N -3.130 -1.098 -2.234 -0.01 -0.08 -0.04 -0.40
H -1.120 0.162 0.593 -0.41 0.01 0.08 0.27
H -2.488 1.957 -0.622 0.05 0.36 0.14 0.43
H 3.034 0.538 0.717 0.14 -0.01 0.01 0.28
H 2.839 -1.114 0.110 0.14 -0.03 0.06 0.29
H 2.765 -0.792 1.860 0.08 -0.02 -0.06 0.28
```
Positions in Å, forces in eV/Å.

Properties
- Charge: 0
- E_tot: -6749.49799 eV
- Energy relative to the best compared isomer or geometry (same formula, charge and spin): 147.8 kcal/mol
- LUMO (spin up / spin down): -1.97 / -2.01 eV